{"formula": "C27H37GaN4O4PS2Si", "method": "ωB97M-V/def2-TZVPD", "homo_ha": -0.379, "total_charge": 1, "energy_ha": -4923.01320, "spin_multiplicity": 1, "lumo_ev": -2.90, "relative_energy_kj_mol": 15.5, "orbital_gap_ev": 7.41, "species": ["Ga", "S", "S", "P", "Si", "O", "O", "O", "O", "N", "N", "N", "N", "C", "C", "C", "C", "C", "C", "C", "C", "C", "C", "C", "C", "C", "C", "C", "C", "C", "C", "C", "C", "C", "C", "C", "C", "C", "C", "C", "H", "H", "H", "H", "H", "H", "H", "H", "H", "H", "H", "H", "H", "H", "H", "H", "H", "H", "H", "H", "H", "H", "H", "H", "H", "H", "H", "H", "H", "H", "H", "H", "H", "H", "H", "H", "H"], "positions_angstrom": [[0.14613, 0.81454, 0.84065], [-1.50217, -0.22208, 2.16836], [8.36339, -2.99354, -0.31254], [-1.99514, -0.30486, -1.48568], [0.15717, 3.19615, 1.09651], [7.03282, -4.57248, -1.96969], [3.94180, -5.59154, 0.37744], [-0.85670, 0.43331, -0.82311], [-2.47436, -1.60063, -0.90329], [-1.29225, -1.98662, -3.35920], [4.14497, -4.31953, -1.49906], [-3.86450, 0.44854, 0.18600], [0.16883, -3.07028, -0.74803], [0.00794, 0.99269, 4.13166], [2.85056, -0.75736, 0.43372], [0.18079, 1.75586, 5.27867], [-1.41589, 3.76241, 1.95757], [-2.19783, 1.92424, 5.52894], [-0.28860, -3.04790, 0.50768], [4.16662, -1.30082, 0.25070], [-3.44793, 0.80734, -1.21107], [4.72316, -2.15329, 1.20487], [-2.37473, 1.17093, 4.37892], [9.35047, -5.10386, -1.75418], [1.64643, 3.80488, 2.05747], [-0.91946, 2.22762, 5.97834], [0.47586, -3.58198, 1.52298], [1.74306, -0.29001, 0.59522], [-1.63244, -0.55816, -3.24535], [6.17895, -1.50036, -1.06931], [5.98800, -2.68647, 1.01743], [4.91036, -0.97750, -0.88947], [0.18149, 3.92230, -0.64066], [1.36940, -3.57505, -1.07338], [-1.27264, 0.70873, 3.66600], [3.51870, -4.74580, -0.38170], [8.10007, -4.31900, -1.47032], [6.71771, -2.36314, -0.11953], [2.17075, -4.12096, -0.10032], [1.70201, -4.13870, 1.21279], [10.20962, -4.73578, -1.19793], [-0.69632, 3.60557, -1.20964], [4.15971, -2.39338, 2.09723], [1.65051, 4.89635, 2.11201], [-3.06272, 2.28012, 6.07354], [6.41018, -3.35651, 1.75436], [-3.19157, 1.86361, -1.24298], [-2.11878, -2.54842, -3.18826], [1.18211, 1.97526, 5.62667], [-4.69009, 0.95415, 0.50002], [-0.96718, -2.19244, -4.29660], [-2.31182, 3.28745, 1.54655], [-3.08103, 0.56519, 0.88987], [9.16507, -6.14712, -1.49966], [-1.53869, 4.84287, 1.84452], [-4.02708, -0.56660, 0.19842], [1.06747, 3.61112, -1.19735], [6.75927, -1.23492, -1.94327], [-2.47016, -0.24308, -3.87675], [1.63056, 3.41960, 3.07865], [-0.76615, 0.05112, -3.49981], [-1.38147, 3.53518, 3.02419], [2.32756, -4.60111, 1.96580], [0.09941, -3.55086, 2.53455], [0.17705, 5.01436, -0.60024], [-3.37432, 0.94467, 4.02830], [3.92874, -3.40236, -1.85383], [0.87770, 0.61132, 3.60717], [-0.39936, -2.67209, -1.50914], [-1.26231, -2.60495, 0.64421], [9.55427, -5.04911, -2.82350], [-4.28346, 0.59997, -1.87692], [2.58138, 3.48858, 1.59120], [1.63244, -3.54527, -2.12110], [-0.78322, 2.82111, 6.87222], [5.11324, -4.60221, -1.62403], [4.49131, -0.29788, -1.62021]]}

=====

{"formula": "C27H38Cl4EuN5O7", "method": "ωB97M-V/def2-TZVPD", "homo_ha": [-0.298, -0.297], "energy_ha": -4403.37343, "spin_multiplicity": 7, "lumo_ev": [0.16, 0.37], "orbital_gap_ev": [8.26, 8.45], "species": ["Eu", "Cl", "Cl", "Cl", "Cl", "O", "O", "O", "O", "O", "O", "O", "N", "N", "N", "N", "N", "C", "C", "C", "C", "C", "C", "C", "C", "C", "C", "C", "C", "C", "C", "C", "C", "C", "C", "C", "C", "C", "C", "C", "C", "C", "C", "C", "H", "H", "H", "H", "H", "H", "H", "H", "H", "H", "H", "H", "H", "H", "H", "H", "H", "H", "H", "H", "H", "H", "H", "H", "H", "H", "H", "H", "H", "H", "H", "H", "H", "H", "H", "H", "H", "H"], "positions_angstrom": [[-0.15186, -0.15263, -0.22072], [1.05267, -3.79775, -4.39914], [2.72778, -4.16781, -2.07377], [2.78529, -1.65545, -3.55149], [-3.38103, -6.90175, -1.79817], [0.04757, -0.24115, 2.01967], [-0.51416, -2.62052, -2.32232], [-0.97958, -0.56844, 3.99331], [-2.07566, -0.31156, -1.61700], [1.10080, -1.83118, -0.98836], [-1.41898, -2.07988, 0.91060], [1.36247, 1.47058, -3.90933], [-0.30443, 0.49671, -2.72897], [0.98047, 2.99193, -1.61166], [2.54567, 0.29365, 0.41387], [-1.98838, -0.71177, -3.85758], [-1.85255, 1.44306, 0.83903], [-0.38604, 3.55208, -1.64490], [-3.14877, 2.29512, 3.87194], [-1.46767, -0.17164, -2.71510], [2.71729, 0.73914, 1.79750], [-2.79200, -5.48712, -0.96493], [2.54214, 1.46103, -0.47791], [-0.12558, 0.07473, -5.09575], [-0.67783, -0.90092, 2.85810], [-4.15208, -2.13775, 0.20456], [-1.17343, -2.22927, 2.32152], [0.36586, 0.72890, -3.90051], [-1.89190, -3.24684, 0.31082], [1.97824, 4.07714, -1.77197], [1.75456, -2.99141, -2.99680], [-3.15310, -1.58839, -3.73994], [-1.91093, 2.09072, 1.78229], [3.62317, -0.62672, 0.06821], [-1.27243, -0.61670, -5.01968], [0.64843, -2.43631, -2.02729], [-2.02615, 2.89392, 3.01926], [-1.47117, -5.43524, -0.55624], [-2.33334, 4.34597, 2.62658], [-1.02280, -4.29608, 0.09232], [-3.22294, -3.28806, -0.07325], [-3.66035, -4.43494, -0.72721], [-0.68548, 2.79998, 3.76092], [1.16852, 2.11973, -0.39536], [-3.24581, 2.88801, 4.78362], [-0.40689, -2.99028, 2.48530], [-3.80203, -1.23001, -0.28603], [3.48964, -0.99307, -0.94582], [2.97256, 3.64418, -1.82646], [0.42714, 0.16144, -6.01756], [-4.10290, 2.31210, 3.34238], [4.60401, -0.13679, 0.15451], [-0.55199, 4.04581, -2.60178], [-2.91116, 1.26610, 4.14796], [-1.54322, 4.75397, 1.99408], [1.08885, 2.37755, -2.44548], [1.91066, 4.73799, -0.90929], [0.12269, 3.21993, 3.15688], [1.77781, 4.63199, -2.68882], [1.94430, 1.45447, 2.06815], [3.39110, 2.11958, -0.21533], [1.14550, 2.82664, 0.44372], [2.71530, 1.10508, -1.50036], [-2.86417, -2.52970, -3.27200], [-5.15724, -2.36635, -0.15108], [-0.48459, 4.27511, -0.83549], [-3.54676, -1.76858, -4.73750], [-1.69914, -1.13417, -5.86865], [-0.80221, -6.25988, -0.76054], [3.70524, 1.20687, 1.92691], [2.62611, -0.10697, 2.47535], [0.01651, -4.20301, 0.38520], [-0.76651, 3.37595, 4.68483], [-3.91311, -1.10789, -3.13017], [-4.21105, -1.93263, 1.27600], [-3.28343, 4.42373, 2.09590], [-0.44422, 1.76209, 3.99535], [-1.09757, 2.74724, -1.50402], [-2.08959, -2.52091, 2.83009], [-4.69170, -4.51050, -1.04973], [-2.39218, 4.94732, 3.53493], [3.60172, -1.48190, 0.74458]]}